[1]
{
  "formula": "C26H38N3O4S3SiTa",
  "method": "the ωB97M-V functional and the def2-TZVPD basis",
  "e_homo_ev": [-13.58, -13.82],
  "orbital_gap_ev": [6.38, 6.33],
  "charge": 2,
  "symbols": ["Ta", "O", "C", "O", "C", "C", "C", "C", "C", "N", "C", "O", "O", "H", "H", "H", "C", "C", "N", "C", "C", "S", "C", "C", "S", "C", "N", "C", "H", "H", "H", "H", "H", "H", "H", "H", "C", "S", "C", "H", "H", "H", "H", "H", "H", "C", "Si", "C", "C", "C", "C", "C", "C", "C", "C", "H", "H", "H", "H", "H", "H", "H", "H", "H", "H", "H", "H", "H", "H", "H", "H", "H", "H", "H", "H", "H"],
  "positions_angstrom": [[-0.131, 0.838, -0.061], [-2.923, 3.154, -1.955], [-1.922, 2.563, -1.740], [-1.710, 1.749, -0.659], [-0.701, 2.560, -2.600], [-0.496, 3.216, -3.800], [0.722, 3.016, -4.441], [1.690, 2.177, -3.897], [1.408, 1.584, -2.685], [0.250, 1.799, -2.080], [2.262, 0.673, -1.874], [3.341, 0.279, -2.154], [1.593, 0.343, -0.720], [-1.264, 3.853, -4.217], [0.922, 3.525, -5.375], [2.633, 1.998, -4.397], [-3.069, 0.340, 2.177], [-2.211, 1.465, 2.624], [-1.124, 1.886, 2.000], [-0.622, 3.024, 2.586], [-1.290, 3.426, 3.692], [-2.606, 2.390, 3.988], [0.471, 3.710, 1.946], [1.005, 4.894, 2.326], [2.191, 5.373, 1.211], [1.919, 3.973, 0.287], [0.984, 3.183, 0.787], [2.685, 3.767, -0.972], [-2.464, -0.502, 1.865], [-3.677, 0.662, 1.328], [-3.742, 0.022, 2.971], [-1.097, 4.273, 4.329], [0.758, 5.509, 3.177], [3.576, 4.392, -0.985], [2.076, 4.044, -1.834], [2.999, 2.733, -1.067], [-2.434, -0.923, -3.942], [-0.738, -0.661, -3.391], [0.102, -2.043, -4.185], [-2.810, -1.881, -3.586], [-2.472, -0.882, -5.028], [-3.038, -0.117, -3.527], [0.057, -1.916, -5.265], [-0.359, -2.985, -3.895], [1.143, -2.028, -3.864], [2.033, -2.511, -0.098], [0.552, -2.045, 0.908], [1.005, -1.587, 2.678], [1.989, -0.405, 2.640], [1.700, -2.807, 3.309], [-0.193, -1.194, 3.540], [-0.889, -3.218, 0.524], [-2.266, -2.711, 0.933], [-0.597, -4.533, 1.279], [-0.905, -3.504, -0.982], [2.303, -3.552, 0.101], [2.897, -1.888, 0.136], [1.844, -2.416, -1.168], [2.917, -0.652, 2.122], [2.251, -0.111, 3.660], [1.552, 0.484, 2.148], [2.558, -3.142, 2.722], [1.021, -3.650, 3.428], [2.068, -2.537, 4.304], [-0.662, -0.284, 3.174], [0.142, -1.008, 4.564], [-0.944, -1.984, 3.588], [-2.336, -2.531, 2.005], [-3.016, -3.470, 0.689], [-2.532, -1.799, 0.392], [-0.686, -4.414, 2.360], [0.397, -4.930, 1.055], [-1.326, -5.290, 0.974], [-1.033, -2.587, -1.559], [-1.743, -4.171, -1.209], [0.009, -4.003, -1.311]]
}

[2]
{
  "formula": "C26H38O21",
  "method": "the ωB97M-V functional and the def2-TZVPD basis",
  "e_homo_ev": -10.63,
  "orbital_gap_ev": 10.60,
  "symbols": ["C", "C", "O", "C", "O", "O", "H", "H", "H", "H", "C", "C", "O", "C", "O", "O", "H", "H", "H", "H", "C", "C", "C", "O", "C", "O", "O", "H", "H", "H", "H", "H", "H", "C", "C", "C", "O", "C", "O", "O", "H", "H", "H", "H", "H", "H", "C", "C", "C", "O", "C", "O", "O", "H", "H", "H", "H", "H", "H", "C", "C", "C", "O", "C", "O", "O", "H", "H", "H", "H", "H", "H", "C", "C", "C", "O", "C", "O", "O", "H", "H", "H", "H", "H", "H"],
  "positions_angstrom": [[-1.506, -0.092, 3.282], [-2.586, -0.785, 4.114], [-2.689, 0.133, 5.208], [-1.437, 0.688, 5.388], [-1.133, 1.279, 6.385], [-0.753, 0.599, 4.290], [-1.983, 0.727, 2.735], [-0.760, -0.656, 2.731], [-2.272, -1.723, 4.585], [-3.512, -1.003, 3.588], [-5.502, 2.365, -1.200], [-4.599, 3.178, -0.241], [-3.750, 2.144, 0.234], [-4.318, 0.939, 0.058], [-3.927, -0.100, 0.500], [-5.343, 1.033, -0.810], [-5.132, 2.583, -2.203], [-6.501, 2.800, -1.131], [-4.989, 3.697, 0.639], [-4.047, 3.923, -0.818], [1.299, -3.670, 1.465], [0.201, -4.623, 1.863], [0.486, -5.551, 3.049], [-0.712, -5.581, 3.808], [-1.491, -4.581, 3.426], [-2.518, -4.323, 3.967], [-0.969, -3.892, 2.376], [2.318, -4.061, 1.484], [1.457, -2.757, 2.050], [1.099, -3.236, 0.485], [-0.266, -5.151, 1.032], [1.274, -5.194, 3.712], [0.824, -6.480, 2.588], [1.436, -2.833, -4.908], [0.645, -1.634, -5.379], [1.494, -0.413, -5.722], [0.981, 0.037, -6.976], [-0.042, -0.786, -7.365], [-0.562, -0.718, -8.445], [-0.158, -1.827, -6.561], [1.811, -2.565, -3.915], [2.304, -3.169, -5.474], [0.776, -3.692, -4.769], [-0.133, -1.362, -4.661], [2.571, -0.565, -5.795], [1.326, 0.316, -4.925], [-1.248, -1.708, -0.065], [-0.918, -0.615, -1.029], [-0.553, 0.713, -0.241], [0.759, 0.967, -0.748], [1.166, 0.075, -1.613], [2.165, 0.193, -2.277], [0.231, -0.864, -1.825], [-0.541, -1.773, 0.760], [-1.035, -2.604, -0.664], [-2.258, -1.733, 0.326], [-1.714, -0.221, -1.663], [-0.640, 0.626, 0.839], [-1.254, 1.523, -0.441], [-0.999, 7.774, 1.792], [-0.770, 6.423, 2.383], [-1.834, 6.032, 3.402], [-1.906, 4.605, 3.224], [-1.289, 4.250, 2.076], [-1.176, 3.135, 1.679], [-0.778, 5.336, 1.463], [-1.937, 7.807, 1.232], [-0.148, 8.169, 1.234], [-1.153, 8.595, 2.500], [0.205, 6.400, 2.877], [-2.823, 6.480, 3.319], [-1.462, 6.127, 4.422], [4.569, -2.272, -0.283], [5.108, -1.539, -1.513], [5.887, -0.206, -1.285], [7.119, -0.381, -1.989], [7.210, -1.689, -2.404], [8.126, -2.102, -3.047], [6.190, -2.372, -1.966], [3.572, -1.936, -0.002], [5.199, -2.213, 0.605], [4.594, -3.305, -0.634], [4.342, -1.510, -2.288], [6.033, -0.181, -0.207], [5.252, 0.577, -1.690]]
}

[3]
{
  "formula": "C26H39BCl48FO2P",
  "method": "the ωB97M-V functional and the def2-TZVPD basis",
  "e_homo_ev": -7.73,
  "orbital_gap_ev": 7.95,
  "symbols": ["C", "C", "O", "B", "O", "P", "C", "C", "C", "C", "C", "C", "C", "C", "F", "H", "H", "H", "H", "H", "H", "H", "H", "H", "H", "H", "H", "H", "H", "H", "H", "H", "H", "H", "H", "H", "H", "H", "C", "Cl", "Cl", "Cl", "H", "C", "Cl", "Cl", "Cl", "H", "C", "Cl", "Cl", "Cl", "H", "C", "Cl", "Cl", "Cl", "H", "C", "Cl", "Cl", "Cl", "H", "C", "Cl", "Cl", "Cl", "H", "C", "Cl", "Cl", "Cl", "H", "C", "Cl", "Cl", "Cl", "H", "C", "Cl", "Cl", "Cl", "H", "C", "Cl", "Cl", "Cl", "H", "C", "Cl", "Cl", "Cl", "H", "C", "Cl", "Cl", "Cl", "H", "C", "Cl", "Cl", "Cl", "H", "C", "Cl", "Cl", "Cl", "H", "C", "Cl", "Cl", "Cl", "H", "C", "Cl", "Cl", "Cl", "H"],
  "positions_angstrom": [[-0.229, -3.280, -2.559], [0.977, -2.531, -2.017], [0.497, -1.543, -1.077], [1.237, -0.394, -1.003], [2.609, -0.424, -0.943], [0.277, 1.285, -0.929], [-1.404, 0.790, -0.335], [-2.610, 1.523, -0.924], [-3.172, 0.921, -2.220], [-2.960, 1.825, -3.454], [-4.691, 0.820, -2.051], [0.256, 1.855, -2.685], [1.651, 2.251, -3.158], [2.486, 3.023, -2.165], [2.318, 1.108, -3.598], [-0.038, -3.564, -3.580], [-0.407, -4.160, -1.966], [-1.095, -2.644, -2.519], [1.600, -3.212, -1.467], [1.523, -2.079, -2.831], [3.006, -0.343, -1.818], [-1.400, 0.987, 0.723], [-1.578, -0.266, -0.443], [-2.456, 2.585, -1.021], [-3.395, 1.420, -0.188], [-2.804, -0.080, -2.393], [-2.184, 1.445, -4.092], [-3.879, 1.949, -3.997], [-2.642, 2.791, -3.102], [-5.124, 0.337, -2.913], [-5.095, 1.824, -2.009], [-4.951, 0.330, -1.125], [-0.400, 2.691, -2.852], [-0.041, 1.050, -3.341], [1.489, 2.894, -4.005], [1.894, 3.454, -1.388], [3.289, 2.432, -1.764], [2.953, 3.846, -2.689], [-1.929, 1.832, 4.218], [-3.297, 2.598, 3.409], [-2.428, 0.414, 5.135], [-0.673, 1.370, 3.059], [-1.504, 2.546, 4.905], [-2.526, 5.803, 5.649], [-4.071, 6.233, 4.919], [-2.687, 4.328, 6.610], [-1.310, 5.595, 4.397], [-2.219, 6.609, 6.300], [-1.945, -3.146, 0.775], [-0.890, -4.264, 1.639], [-3.562, -3.833, 0.567], [-2.011, -1.606, 1.622], [-1.525, -2.968, -0.205], [2.130, -6.531, -4.150], [1.984, -6.682, -2.400], [2.833, -7.994, -4.843], [0.567, -6.181, -4.890], [2.796, -5.706, -4.362], [0.392, 1.194, 7.093], [0.253, 2.916, 6.720], [2.073, 0.750, 7.395], [-0.625, 0.771, 8.469], [0.043, 0.637, 6.234], [4.280, -9.174, 0.487], [4.782, -8.357, -0.986], [3.151, -8.176, 1.403], [3.574, -10.750, 0.107], [5.153, -9.334, 1.104], [-1.034, 8.936, 2.145], [-0.849, 8.995, 3.895], [-0.144, 7.578, 1.461], [-2.755, 8.827, 1.732], [-0.635, 9.847, 1.724], [-3.988, 6.568, -1.028], [-5.557, 6.793, -1.798], [-4.052, 5.244, 0.137], [-2.735, 6.288, -2.229], [-3.740, 7.473, -0.493], [3.906, -4.027, 1.899], [3.641, -2.522, 1.022], [2.612, -5.186, 1.586], [5.474, -4.729, 1.487], [3.904, -3.801, 2.955], [-4.094, -3.797, 4.133], [-5.458, -4.851, 4.509], [-4.619, -2.122, 3.974], [-2.836, -3.935, 5.364], [-3.676, -4.109, 3.186], [-5.129, 0.347, 8.293], [-4.806, -0.442, 9.839], [-4.247, 1.867, 8.158], [-4.759, -0.767, 6.964], [-6.179, 0.596, 8.247], [1.121, 2.445, -7.004], [0.994, 4.145, -6.543], [-0.309, 1.553, -6.480], [1.360, 2.283, -8.742], [1.981, 2.023, -6.502], [8.924, -9.297, -0.880], [8.557, -7.672, -0.302], [7.599, -10.403, -0.521], [9.267, -9.278, -2.612], [9.807, -9.647, -0.366], [-9.013, 8.224, 0.485], [-9.956, 6.799, 0.918], [-7.300, 7.963, 0.810], [-9.266, 8.650, -1.209], [-9.352, 9.050, 1.094], [10.585, -10.961, -6.010], [10.667, -9.670, -7.210], [9.535, -12.266, -6.562], [12.197, -11.569, -5.631], [10.162, -10.551, -5.106], [3.582, 7.940, 0.066], [2.437, 6.711, -0.481], [3.021, 8.719, 1.548], [5.180, 7.236, 0.302], [3.656, 8.695, -0.703]]
}

[4]
{
  "formula": "C26H39CdCl2N5OPS2",
  "method": "the ωB97M-V functional and the def2-TZVPD basis",
  "e_homo_ev": -2.82,
  "orbital_gap_ev": 5.29,
  "charge": -1,
  "symbols": ["Cd", "N", "C", "S", "N", "N", "C", "C", "C", "C", "C", "C", "N", "H", "H", "H", "H", "H", "H", "H", "O", "S", "C", "C", "C", "C", "H", "H", "H", "H", "H", "H", "H", "H", "Cl", "C", "C", "C", "C", "C", "Cl", "C", "N", "H", "H", "H", "C", "C", "C", "P", "C", "C", "C", "C", "C", "C", "H", "H", "H", "H", "H", "H", "H", "H", "H", "H", "H", "H", "H", "H", "H", "H", "H", "H", "H", "H", "H"],
  "positions_angstrom": [[12.029, 10.185, 8.270], [14.508, 12.708, 9.825], [13.168, 12.495, 9.804], [12.530, 11.103, 10.624], [12.518, 13.376, 9.045], [11.168, 13.248, 8.988], [10.626, 14.014, 8.114], [9.146, 14.075, 8.008], [8.570, 14.697, 6.886], [7.188, 14.841, 6.808], [6.418, 14.472, 7.905], [7.055, 13.785, 8.919], [8.360, 13.605, 8.992], [15.089, 11.894, 10.040], [14.928, 13.357, 9.152], [11.167, 14.655, 7.408], [9.223, 14.892, 6.022], [6.662, 15.255, 5.963], [5.398, 14.697, 7.888], [6.475, 13.370, 9.789], [12.986, 7.875, 8.153], [14.464, 7.955, 7.780], [15.099, 6.304, 8.426], [15.974, 6.518, 9.679], [16.565, 7.932, 9.461], [15.391, 8.828, 9.068], [15.659, 5.872, 7.590], [14.175, 5.734, 8.589], [16.778, 5.790, 9.702], [15.412, 6.514, 10.638], [17.360, 8.002, 8.726], [16.973, 8.341, 10.371], [15.558, 9.764, 8.579], [14.733, 9.017, 9.985], [16.613, 11.329, 7.357], [15.346, 12.335, 6.582], [15.808, 13.462, 5.968], [14.954, 14.254, 5.253], [13.603, 13.855, 5.261], [13.157, 12.738, 5.900], [11.502, 12.255, 5.735], [13.981, 11.779, 6.636], [13.663, 10.647, 7.125], [16.846, 13.653, 6.022], [15.176, 15.181, 4.779], [12.895, 14.207, 4.514], [7.792, 7.790, 6.233], [8.958, 8.844, 6.457], [8.696, 10.256, 5.892], [9.665, 8.974, 8.181], [8.268, 9.817, 9.097], [6.950, 9.049, 8.995], [8.664, 10.068, 10.566], [9.730, 7.175, 8.772], [10.536, 7.230, 10.071], [10.474, 6.294, 7.780], [8.003, 7.288, 5.288], [6.794, 8.164, 6.275], [7.856, 6.985, 6.975], [9.854, 8.457, 6.007], [7.671, 10.685, 6.283], [8.538, 10.219, 4.825], [9.440, 10.966, 6.171], [8.160, 10.800, 8.677], [7.016, 8.047, 9.239], [6.429, 9.164, 8.062], [6.228, 9.454, 9.729], [8.512, 9.171, 11.182], [7.995, 10.807, 11.036], [9.711, 10.409, 10.684], [8.748, 6.739, 8.852], [11.531, 7.524, 9.768], [10.504, 6.254, 10.558], [10.147, 7.965, 10.733], [11.516, 6.647, 7.458], [9.858, 5.972, 6.912], [10.603, 5.287, 8.298]]
}

[5]
{
  "formula": "C26H39ClIrN3O4Te",
  "method": "the ωB97M-V functional and the def2-TZVPD basis",
  "e_homo_ev": [-5.02, -7.16],
  "s2": 6.03,
  "orbital_gap_ev": [5.51, 6.97],
  "multiplicity": 5,
  "symbols": ["O", "C", "C", "C", "H", "C", "H", "C", "H", "C", "H", "C", "H", "H", "C", "C", "H", "H", "H", "C", "C", "H", "H", "H", "H", "Ir", "Cl", "C", "O", "N", "C", "C", "H", "H", "H", "H", "H", "H", "H", "H", "H", "C", "C", "N", "H", "C", "O", "H", "H", "H", "H", "H", "H", "C", "C", "N", "H", "C", "O", "H", "H", "H", "H", "Te", "C", "C", "C", "C", "C", "C", "H", "H", "H", "H", "H"],
  "positions_angstrom": [[0.370, 3.204, 0.175], [0.323, 3.174, -1.049], [-0.792, 3.483, -1.953], [-2.088, 3.371, -1.472], [-2.260, 2.693, -0.618], [-3.085, 4.175, -2.007], [-4.087, 4.094, -1.596], [-2.760, 5.062, -3.031], [-3.539, 5.701, -3.458], [-1.453, 5.170, -3.541], [-1.200, 5.862, -4.343], [-0.469, 4.375, -3.010], [0.576, 4.423, -3.331], [1.273, 2.941, -1.741], [2.181, 0.965, -2.375], [0.776, 0.728, -2.219], [2.162, 1.207, -3.446], [2.793, 0.084, -2.180], [2.531, 1.815, -1.789], [-0.202, 0.769, -3.155], [0.184, 0.306, -4.535], [-0.996, 1.532, -3.231], [0.128, 1.085, -5.272], [-0.486, -0.452, -4.824], [1.166, -0.123, -4.554], [0.160, -0.674, -1.147], [0.952, -2.270, -2.495], [-0.476, -3.187, 0.272], [0.194, -2.154, 0.552], [-0.656, -4.281, 1.038], [0.114, -4.606, 2.223], [-1.592, -5.316, 0.583], [-1.040, -3.235, -0.669], [0.775, -3.769, 2.494], [0.722, -5.495, 2.028], [-0.570, -4.832, 3.047], [-2.297, -4.885, -0.134], [-2.155, -5.707, 1.444], [-1.042, -6.136, 0.095], [-1.948, 4.050, 3.025], [-3.576, 2.110, 2.906], [-1.794, 3.633, 2.015], [-2.846, 1.427, 2.472], [-1.690, 2.190, 2.063], [-0.893, 4.021, 1.563], [-0.475, 1.580, 2.004], [-0.278, 0.415, 1.628], [-2.581, 0.670, 3.225], [0.395, 2.199, 2.335], [-2.664, 3.897, 1.395], [-3.288, 0.919, 1.600], [4.778, -1.266, 1.804], [4.899, 1.155, 2.914], [4.579, -0.691, 0.894], [4.534, 1.533, 1.959], [3.808, 0.500, 1.227], [3.994, -1.294, 0.187], [2.529, 0.619, 0.803], [2.001, -0.284, 0.084], [3.895, 2.406, 2.144], [1.980, 1.527, 1.116], [5.538, -0.391, 0.460], [5.414, 1.857, 1.401], [-2.277, -0.367, -0.783], [-3.180, -1.725, 0.692], [-4.344, -2.436, 0.370], [-4.889, -3.364, 1.273], [-4.282, -3.551, 2.527], [-3.150, -2.811, 2.869], [-2.619, -1.884, 1.963], [-4.814, -2.273, -0.608], [-5.773, -3.943, 1.011], [-4.697, -4.278, 3.238], [-2.677, -2.954, 3.844], [-1.760, -1.255, 2.245]]
}

Number 1: DFT total energy -3019.41816 hartree. Number 2: DFT total energy -2593.60291 hartree. Number 3: DFT total energy -23719.82189 hartree. Number 4: DFT total energy -3588.95507 hartree. Number 5: DFT total energy -2311.65564 hartree.